Below is the molecule C22H22F3N5O3 at a distorted geometry, with properties calculated with ωB97M-V/def2-TZVPD.

Structure (XYZ):
```
55
Properties=species:S:1:pos:R:3
O 2.160 1.623 2.002
C 2.320 1.933 0.841
N 3.179 1.314 -0.015
C 4.055 0.247 0.232
C 4.824 -0.207 -0.833
C 5.710 -1.261 -0.668
C 5.814 -1.889 0.577
C 5.057 -1.414 1.640
C 4.187 -0.355 1.480
H 3.607 0.004 2.312
H 5.163 -1.900 2.597
O 6.640 -2.965 0.783
C 7.087 -3.559 -0.415
C 7.545 -2.483 -1.398
H 7.909 -2.923 -2.328
O 6.463 -1.648 -1.747
H 8.343 -1.887 -0.934
H 7.907 -4.225 -0.145
H 6.273 -4.141 -0.871
H 4.758 0.250 -1.809
H 3.217 1.663 -0.963
C 1.485 3.035 0.178
N 0.105 2.633 -0.034
C -0.025 1.457 -0.873
C -1.483 1.282 -1.286
H -1.815 2.162 -1.838
H -1.585 0.405 -1.927
C -2.357 1.136 -0.040
N -3.745 1.033 -0.415
C -4.656 0.076 -0.104
C -4.619 -1.106 0.630
C -5.788 -1.821 0.709
C -6.966 -1.378 0.076
C -7.024 -0.211 -0.654
C -5.844 0.524 -0.742
N -5.550 1.696 -1.369
N -4.332 1.972 -1.166
H -7.927 0.124 -1.135
C -8.183 -2.244 0.230
F -9.262 -1.770 -0.402
F -8.535 -2.400 1.521
F -7.981 -3.490 -0.245
H -5.820 -2.746 1.265
H -3.720 -1.448 1.117
C -2.137 2.351 0.862
C -0.654 2.483 1.194
H -0.324 1.608 1.777
H -0.495 3.373 1.805
H -2.714 2.252 1.782
H -2.473 3.242 0.329
H -2.094 0.218 0.498
H 0.321 0.541 -0.360
H 0.587 1.598 -1.768
H 1.906 3.328 -0.788
H 1.481 3.905 0.838
```

Frontier orbital gap (eV): 8.561
SMILES string: O=C(CN1CCC(n2nnc3cc(C(F)(F)F)ccc32)CC1)Nc1ccc2c(c1)OCCO2
2S+1: 1
Electronic energy (Eh): -1650.6616
HOMO (eV): -8.17


Below is a structure of composition C10H8ClNO3 at a distorted geometry, with properties calculated with ωB97M-V/def2-TZVPD.

Structure (XYZ):
```
23
Properties=species:S:1:pos:R:3
C -3.004 0.962 -1.217
C -3.781 0.707 -0.137
C -1.724 0.449 -1.463
C -3.274 -0.128 0.849
C -1.207 -0.337 -0.482
C -1.967 -0.570 0.734
C -0.048 -1.427 1.432
C 2.360 -0.104 -0.004
C 0.150 -0.841 -0.413
C 4.469 0.910 0.271
N -1.255 -1.209 1.702
O 2.751 -1.013 0.586
O 1.072 0.114 -0.568
O 3.143 0.961 -0.338
Cl 0.216 -2.250 -1.511
H -3.336 1.654 -2.139
H -4.791 1.152 -0.020
H -1.278 0.515 -2.433
H -3.836 -0.195 1.720
H 0.690 -1.922 2.000
H 4.387 1.001 1.438
H 5.068 1.643 -0.142
H 5.196 -0.072 0.136
```

Frontier orbital gap (spin up / spin down) (eV): 6.381 / 5.364
2S+1: 3
Electronic energy (Eh): -1126.3026
HOMO (spin up / spin down) (eV): -5.68 / -8.57


Below is a cluster of 2 separate species, C16H29BNO9SSi in total at a distorted geometry, with properties calculated with ωB97M-V/def2-TZVPD.

Structure (XYZ):
```
58
Properties=species:S:1:pos:R:3
C 3.468 -3.654 2.155
O 2.652 -3.245 1.101
C 1.948 -2.052 1.418
C 0.595 -1.904 0.698
C -0.522 -1.328 1.563
C -1.237 -2.357 2.482
C -0.344 -3.108 3.456
S -1.261 -4.336 4.389
O -1.508 -5.501 3.608
O -0.559 -4.625 5.598
O -2.683 -3.682 4.739
C -0.026 -3.278 0.186
O -0.815 -3.160 -0.789
O 0.192 -4.327 0.828
N 0.822 -1.105 -0.524
O 1.979 -1.594 -1.196
B 1.720 -1.902 -2.517
O 1.037 -3.016 -2.959
O 2.291 -1.055 -3.476
Si 0.762 0.646 -0.391
C -1.035 1.235 -0.601
C 1.698 1.545 -1.774
C 1.389 1.433 1.224
H 2.864 -3.914 3.034
H 3.968 -4.572 1.847
H 4.243 -2.919 2.411
H 1.856 -2.022 2.513
H 2.640 -1.236 1.179
H -1.338 -0.947 0.957
H -0.161 -0.561 2.253
H -1.914 -3.001 1.924
H -1.889 -1.725 3.096
H 0.045 -2.427 4.215
H 0.481 -3.652 3.004
H -3.205 -3.651 3.926
H 0.130 -2.752 -3.149
H 1.636 -0.774 -4.117
H -1.540 0.434 -1.149
H -1.096 2.129 -1.219
H -1.558 1.345 0.347
H 1.093 1.641 -2.674
H 1.886 2.553 -1.393
H 2.663 1.090 -1.982
H 1.950 2.342 1.006
H 1.951 0.786 1.894
H 0.512 1.767 1.786
C -1.508 5.213 -2.202
C -2.527 6.117 -1.932
C -3.164 6.776 -2.974
C -2.789 6.526 -4.286
C -1.773 5.620 -4.556
C -1.130 4.966 -3.514
H -1.009 4.701 -1.390
H -2.824 6.307 -0.908
H -3.955 7.485 -2.762
H -3.289 7.037 -5.099
H -1.481 5.423 -5.580
H -0.334 4.263 -3.723
```

Total charge: -1
Frontier orbital gap (eV): 6.823
2S+1: 1
Electronic energy (Eh): -2071.6546
HOMO (eV): -4.50


Below is a structure of composition C4H5NO at a distorted geometry, with properties calculated with ωB97M-V/def2-TZVPD.

Structure (XYZ):
```
11
Properties=species:S:1:pos:R:3
C 0.235 0.024 0.259
C -0.895 -0.700 -0.026
C -1.346 0.110 -1.085
C 0.442 0.876 -0.552
H 0.906 -0.807 2.077
H 1.958 0.080 1.404
H -1.094 -1.457 0.755
H -2.100 -0.103 -1.845
H 1.155 1.665 -0.606
N 1.217 -0.601 1.210
O -0.477 0.912 -1.591
```

Frontier orbital gap (eV): 9.735
ΔE to the lowest compared entry with this formula, charge and spin (kJ/mol): 324.93
2S+1: 1
Electronic energy (Eh): -285.2908
HOMO (eV): -8.69


Below is a cluster of 2 separate species, C5H11NO in total at a distorted geometry, with properties calculated with ωB97M-V/def2-TZVPD.

Structure (XYZ):
```
18
Properties=species:S:1:pos:R:3
C 1.498 -0.921 2.864
C 0.961 0.123 2.236
N 0.260 -0.145 1.046
C 0.568 0.689 -0.137
C -1.069 2.440 -0.044
C -0.324 1.674 -0.820
H 1.920 -1.711 2.147
H 2.180 -0.792 3.826
H 1.185 1.165 2.171
H 0.137 -1.158 1.056
H 1.050 -0.059 -0.917
H 1.448 1.313 0.133
H -2.114 2.697 -0.230
H -0.637 2.670 0.989
H -0.777 1.299 -1.695
H -2.314 -3.457 -4.857
H -1.716 -3.075 -3.526
O -2.255 -2.751 -4.241
```

Frontier orbital gap (eV): 8.819
ΔE to the lowest compared entry with this formula, charge and spin (kJ/mol): 466.32
SMILES string: C=CCNC=C.O
2S+1: 1
Electronic energy (Eh): -326.9537
HOMO (eV): -8.12


Below is a cluster of 2 separate species, C22H48ClNO5S in total at a distorted geometry, with properties calculated with ωB97M-V/def2-TZVPD.

Structure (XYZ):
```
78
Properties=species:S:1:pos:R:3
C -2.746 -3.865 0.814
C -1.287 -4.232 0.503
C -0.472 -4.739 1.713
C 0.727 -3.868 2.107
C 0.398 -2.769 3.111
C -0.543 -1.720 2.523
C -0.410 -0.319 3.125
C -1.436 0.620 2.464
C -0.986 2.003 1.988
N -0.753 2.088 0.482
C -2.151 2.178 -0.141
C -2.213 1.413 -1.446
C -3.469 1.698 -2.254
Cl -3.130 0.930 -3.798
C -0.027 3.360 0.195
C 0.089 3.761 -1.272
C 1.195 4.804 -1.461
S 2.271 4.423 -2.853
O 1.820 3.241 -3.496
O 2.365 5.597 -3.642
O 3.683 4.153 -2.191
O -0.187 0.910 -0.038
C 1.228 0.920 -0.307
C 2.218 1.151 0.838
C 2.938 -0.107 1.319
C 3.647 0.133 2.647
H -2.924 -2.790 0.794
H -3.007 -4.189 1.824
H -3.444 -4.352 0.143
H -0.771 -3.384 0.070
H -1.288 -4.979 -0.278
H -1.116 -4.951 2.567
H -0.062 -5.699 1.405
H 1.493 -4.523 2.521
H 1.147 -3.454 1.190
H -0.046 -3.232 3.991
H 1.346 -2.332 3.429
H -0.337 -1.639 1.456
H -1.566 -2.059 2.667
H 0.607 0.055 3.111
H -0.687 -0.406 4.175
H -1.902 0.078 1.646
H -2.228 0.809 3.184
H -0.134 2.419 2.515
H -1.806 2.689 2.178
H -2.865 1.725 0.537
H -2.451 3.216 -0.241
H -2.250 0.356 -1.208
H -1.348 1.604 -2.067
H -3.686 2.754 -2.402
H -4.351 1.236 -1.822
H -0.603 4.128 0.704
H 0.944 3.369 0.677
H 0.281 2.905 -1.910
H -0.855 4.176 -1.608
H 0.774 5.774 -1.690
H 1.818 4.904 -0.576
H 3.604 3.941 -1.255
H 1.469 1.580 -1.137
H 1.398 -0.076 -0.711
H 1.810 1.706 1.680
H 3.003 1.786 0.423
H 3.708 -0.333 0.584
H 2.273 -0.963 1.334
H 3.929 1.182 2.734
H 4.552 -0.455 2.751
H 3.016 -0.078 3.506
C -1.177 -1.795 -3.118
C 0.357 -1.918 -2.972
C 0.868 -2.819 -4.116
O 0.673 -2.435 -1.762
H -1.669 -2.765 -3.017
H -1.566 -1.127 -2.343
H -1.461 -1.374 -4.095
H 0.760 -0.887 -3.194
H 0.436 -3.818 -4.029
H 1.955 -2.904 -4.069
H 0.607 -2.421 -5.109
```

Frontier orbital gap (eV): 4.514
ΔE to the lowest compared entry with this formula, charge and spin (kJ/mol): 46.38
2S+1: 1
Electronic energy (Eh): -2156.1270
HOMO (eV): -5.26


Question: Look up the electronic energy of the sixth one.
Answer: -2156.1270 Eh


Question: What is the formula in the fourth record?
Answer: C4H5NO


Copy entry 5 word for word.
Below is a cluster of 2 separate species, C5H11NO in total at a distorted geometry, with properties calculated with ωB97M-V/def2-TZVPD.

Structure (XYZ):
```
18
Properties=species:S:1:pos:R:3
C 1.498 -0.921 2.864
C 0.961 0.123 2.236
N 0.260 -0.145 1.046
C 0.568 0.689 -0.137
C -1.069 2.440 -0.044
C -0.324 1.674 -0.820
H 1.920 -1.711 2.147
H 2.180 -0.792 3.826
H 1.185 1.165 2.171
H 0.137 -1.158 1.056
H 1.050 -0.059 -0.917
H 1.448 1.313 0.133
H -2.114 2.697 -0.230
H -0.637 2.670 0.989
H -0.777 1.299 -1.695
H -2.314 -3.457 -4.857
H -1.716 -3.075 -3.526
O -2.255 -2.751 -4.241
```

Frontier orbital gap (eV): 8.819
ΔE to the lowest compared entry with this formula, charge and spin (kJ/mol): 466.32
SMILES string: C=CCNC=C.O
2S+1: 1
Electronic energy (Eh): -326.9537
HOMO (eV): -8.12


Question: Number 6 is which compound?
Answer: C22H48ClNO5S